C38H62MnN2O3 | ωB97M-V/def2-TZVPD

Values from the calculation:
**⟨S²⟩**: 6.062
**Calculated total energy**: -80851.9426 eV
**Charge**: +1
**2S+1**: 5
**Energy relative to the best compared isomer or geometry (same formula, charge and spin)**: 13.70 kcal/mol
**E_HOMO (alpha / beta)**: -10.38 / -10.51 eV
**E_LUMO (alpha / beta)**: -4.30 / -3.03 eV

Each line ends with the Löwdin charge.
CARTESIAN COORDINATES (ANGSTROEM)
Mn1 -0.758 -1.599 0.533  1.122
C1 -0.026 -4.584 1.560  -0.071
N1 -0.653 -3.932 0.409  -0.300
C2 -1.998 -4.493 0.241  -0.069
C3 0.158 -4.170 -0.802  -0.155
C4 1.261 -3.117 -0.973  -0.130
N2 0.697 -1.760 -1.135  -0.184
C5 1.732 -0.726 -0.969  -0.105
C6 2.250 -0.379 0.426  -0.122
C7 3.296 0.527 0.426  -0.009
C8 3.861 1.014 1.599  -0.162
C9 3.402 0.464 2.787  0.019
C10 2.392 -0.485 2.855  -0.079
C11 1.720 -0.852 1.657  -0.259
O1 0.629 -1.580 1.662  -0.213
C12 2.109 -1.081 4.234  -0.522
C13 3.439 -1.629 4.788  -0.037
C14 1.588 0.005 5.186  -0.031
C15 1.115 -2.245 4.260  -0.054
C16 4.911 2.110 1.530  -0.553
C17 4.245 3.340 0.894  -0.039
C18 5.449 2.507 2.909  -0.055
C19 6.099 1.644 0.675  -0.038
C20 0.086 -1.612 -2.480  -0.100
C21 -1.028 -0.597 -2.601  -0.133
C22 -1.020 0.296 -3.655  0.020
C23 -2.104 1.127 -3.907  -0.156
C24 -3.204 1.010 -3.062  0.019
C25 -3.268 0.142 -1.982  -0.082
C26 -2.139 -0.670 -1.716  -0.274
O2 -2.061 -1.476 -0.688  -0.200
C27 -4.570 0.089 -1.192  -0.526
C28 -4.589 -0.907 -0.029  -0.052
C29 -5.682 -0.334 -2.166  -0.032
C30 -4.867 1.475 -0.603  -0.027
C31 -2.135 2.123 -5.052  -0.556
C32 -0.896 2.047 -5.951  -0.062
C33 -3.365 1.850 -5.931  -0.037
C34 -2.205 3.539 -4.460  -0.037
H1 -0.003 -5.673 1.424  0.106
H2 0.992 -4.226 1.688  0.082
H3 -0.589 -4.355 2.462  0.098
H4 -1.954 -5.570 0.045  0.105
H5 -2.569 -4.328 1.155  0.100
H6 -2.509 -4.000 -0.584  0.084
H7 0.613 -5.171 -0.770  0.142
H8 -0.507 -4.147 -1.668  0.116
H9 1.906 -3.117 -0.092  0.129
H10 1.878 -3.383 -1.844  0.146
H11 2.613 -1.013 -1.571  0.146
H12 1.319 0.194 -1.406  0.138
H13 3.666 0.875 -0.529  0.121
H14 3.857 0.782 3.710  0.098
H15 4.152 -0.835 4.982  0.079
H16 3.262 -2.150 5.726  0.089
H17 3.886 -2.326 4.085  0.094
H18 2.190 0.906 5.136  0.081
H19 0.558 0.263 4.956  0.069
H20 1.614 -0.368 6.206  0.092
H21 1.490 -3.087 3.686  0.076
H22 0.981 -2.570 5.290  0.093
H23 0.139 -1.968 3.869  0.065
H24 3.385 3.649 1.487  0.085
H25 4.946 4.169 0.844  0.088
H26 3.901 3.124 -0.113  0.077
H27 4.655 2.883 3.552  0.086
H28 5.936 1.665 3.395  0.089
H29 6.188 3.297 2.798  0.089
H30 5.804 1.446 -0.351  0.075
H31 6.871 2.409 0.661  0.087
H32 6.527 0.734 1.092  0.092
H33 0.870 -1.374 -3.213  0.139
H34 -0.343 -2.577 -2.762  0.128
H35 -0.157 0.314 -4.301  0.109
H36 -4.062 1.630 -3.265  0.106
H37 -4.442 -1.925 -0.380  0.082
H38 -3.824 -0.679 0.714  0.069
H39 -5.561 -0.854 0.460  0.092
H40 -5.429 -1.289 -2.623  0.095
H41 -6.625 -0.441 -1.637  0.089
H42 -5.819 0.393 -2.961  0.079
H43 -4.144 1.710 0.176  0.069
H44 -4.826 2.259 -1.352  0.080
H45 -5.858 1.482 -0.156  0.092
H46 -0.801 1.064 -6.405  0.088
H47 -0.997 2.771 -6.754  0.087
H48 0.014 2.283 -5.404  0.084
H49 -3.331 0.830 -6.308  0.093
H50 -4.294 1.984 -5.385  0.076
H51 -3.370 2.528 -6.781  0.088
H52 -1.322 3.737 -3.854  0.088
H53 -2.244 4.274 -5.260  0.088
H54 -3.081 3.667 -3.832  0.078
C35 -0.385 2.181 2.680  -0.119
C36 0.003 2.432 1.218  -0.119
C37 -1.099 1.678 0.479  -0.156
O3 -1.289 0.492 1.246  -0.212
C38 -1.233 0.898 2.618  -0.146
H55 -0.980 3.006 3.075  0.120
H56 0.495 2.052 3.306  0.098
H57 0.979 1.993 1.003  0.098
H58 0.036 3.488 0.964  0.123
H59 -0.862 1.392 -0.547  0.121
H60 -2.029 2.263 0.482  0.128
H61 -0.806 0.068 3.186  0.098
H62 -2.255 1.081 2.975  0.135

C3H3NO2 | ωB97M-V/def2-TZVPD

Values from the calculation:
**Calculated total energy**: -8742.4925 eV
**Charge**: 0
**Energy relative to the best compared isomer or geometry (same formula, charge and spin)**: 60.85 kcal/mol
**E_HOMO**: -9.75 eV
**E_LUMO**: 0.28 eV

Each line ends with the Löwdin charge.
CARTESIAN COORDINATES (ANGSTROEM)
O1 -0.998 -1.964 1.916  0.066
C1 -0.280 -1.240 1.417  0.018
C2 1.325 0.569 0.024  -0.033
N1 0.322 0.705 -0.709  0.050
C3 -0.938 0.416 -1.046  -0.364
O2 -1.623 -0.397 -0.436  -0.045
H1 1.456 1.168 0.938  0.091
H2 2.087 -0.199 -0.185  0.092
H3 -1.333 0.952 -1.919  0.125

C14H18BrF9N2O3S | ωB97M-V/def2-TZVPD

Values from the calculation:
**Calculated total energy**: -129266.4483 eV
**Charge**: 0
**Structure (SMILES)**: CNC[C@@]1(CC(=O)Br)OC(=O)C[C@@H]1CCC(F)(F)C(F)(F)S(F)(F)(F)(F)F.CC#N
**E_HOMO**: -9.54 eV
**E_LUMO**: 0.13 eV

Each line ends with the Löwdin charge.
CARTESIAN COORDINATES (ANGSTROEM)
C1 5.125 -2.672 -0.462  -0.100
N1 4.120 -2.124 0.449  -0.104
C2 4.083 -0.665 0.456  -0.173
C3 3.070 -0.082 -0.576  -0.378
C4 3.643 1.148 -1.302  -0.094
C5 3.705 2.424 -0.501  -0.762
O1 2.991 3.357 -0.624  0.055
Br1 5.121 2.519 0.850  0.735
O2 2.885 -1.046 -1.628  0.046
C6 1.825 -1.857 -1.345  -0.463
O3 1.511 -2.749 -2.071  0.148
C7 1.200 -1.384 -0.059  -0.025
C8 1.646 0.080 0.028  -0.193
C9 0.743 1.093 -0.706  -0.104
C10 -0.764 0.947 -0.430  -0.063
C11 -1.526 0.298 -1.565  -0.461
F1 -1.805 1.196 -2.541  0.124
F2 -0.785 -0.676 -2.148  0.132
C12 -2.855 -0.450 -1.227  -0.441
F3 -2.558 -1.464 -0.406  0.128
F4 -3.366 -0.942 -2.347  0.152
S1 -4.244 0.535 -0.358  0.774
F5 -3.428 0.458 1.005  -0.136
F6 -4.972 -0.833 -0.019  -0.127
F7 -5.084 0.663 -1.685  -0.118
F8 -3.563 1.932 -0.667  -0.129
F9 -5.390 1.296 0.415  -0.123
H1 5.015 -2.198 -1.435  0.080
H2 4.959 -3.740 -0.592  0.083
H3 6.151 -2.505 -0.113  0.080
H4 4.323 -2.431 1.392  0.112
H5 5.071 -0.242 0.249  0.079
H6 3.804 -0.330 1.455  0.118
H7 4.649 0.898 -1.642  0.132
H8 3.021 1.382 -2.163  0.132
H9 0.139 -1.603 -0.010  0.117
H10 1.693 -1.940 0.738  0.129
H11 1.734 0.415 1.063  0.152
H12 0.930 1.103 -1.781  0.131
H13 1.018 2.082 -0.350  0.106
H14 -0.934 0.395 0.494  0.127
H15 -1.197 1.933 -0.295  0.125
C13 -6.963 0.831 3.302  -0.076
C14 -6.779 1.055 4.728  -0.285
N2 -6.630 1.231 5.851  0.125
H16 -6.708 1.726 2.738  0.074
H17 -6.327 0.016 2.959  0.077
H18 -7.999 0.572 3.088  0.085

C50H39CoN4O6 | ωB97M-V/def2-TZVPD

Values from the calculation:
**Calculated total energy**: -108355.2673 eV
**Charge**: 0
**E_HOMO (alpha / beta)**: -6.82 / -6.81 eV
**E_LUMO (alpha / beta)**: -1.23 / -1.24 eV

Each line ends with the Löwdin charge.
CARTESIAN COORDINATES (ANGSTROEM)
Co1 0.156 0.078 0.059  0.699
C1 6.238 6.841 3.603  -0.081
O1 6.458 5.506 3.183  -0.075
C2 5.442 4.872 2.550  -0.285
C3 4.195 5.431 2.299  -0.010
C4 3.225 4.696 1.634  -0.013
C5 3.454 3.401 1.159  -0.140
C6 4.695 2.837 1.518  -0.031
C7 5.670 3.552 2.176  0.009
C8 2.434 2.563 0.483  -0.020
C9 1.057 2.900 0.423  -0.185
C10 0.511 4.214 0.226  -0.003
C11 -0.827 4.074 0.073  0.033
C12 -1.115 2.683 0.233  -0.202
N1 0.058 1.983 0.390  0.076
C13 -2.383 2.150 0.383  -0.050
C14 -2.586 0.831 0.784  -0.212
C15 -3.813 0.286 1.263  0.022
C16 -3.565 -1.006 1.603  0.015
C17 -2.198 -1.264 1.267  -0.226
C18 -1.642 -2.542 1.205  -0.069
C19 -2.436 -3.683 1.739  -0.213
C20 -3.059 -4.592 0.878  -0.026
C21 -3.811 -5.636 1.372  0.009
C22 -3.963 -5.801 2.749  -0.284
O2 -4.715 -6.862 3.140  -0.081
C23 -4.927 -7.036 4.528  -0.085
C24 -3.361 -4.902 3.619  -0.011
C25 -2.605 -3.852 3.103  -0.017
C26 -0.456 -2.789 0.537  -0.217
N2 0.375 -1.831 0.010  0.071
C27 1.305 -2.496 -0.738  -0.207
C28 2.381 -1.896 -1.381  -0.060
C29 3.274 -2.717 -2.246  -0.213
C30 3.291 -2.516 -3.618  -0.014
C31 4.120 -3.261 -4.450  -0.010
C32 4.952 -4.227 -3.898  -0.284
O3 5.799 -5.011 -4.617  -0.082
C33 5.825 -4.828 -6.019  -0.086
C34 4.950 -4.436 -2.520  0.006
C35 4.122 -3.688 -1.709  -0.028
C36 2.726 -0.574 -1.144  -0.200
C37 3.995 0.005 -1.493  0.026
C38 4.072 1.188 -0.847  -0.009
C39 2.818 1.384 -0.161  -0.201
N3 2.009 0.301 -0.379  0.071
C40 1.063 -3.911 -0.676  0.015
C41 0.011 -4.096 0.152  0.015
N4 -1.606 -0.125 0.798  0.076
C42 -3.554 3.048 0.172  -0.205
C43 -3.925 3.376 -1.124  0.001
C44 -5.011 4.213 -1.361  -0.003
C45 -5.729 4.729 -0.291  -0.284
O4 -6.804 5.553 -0.414  -0.084
C46 -7.220 5.885 -1.726  -0.087
C47 -5.362 4.404 1.015  0.002
C48 -4.286 3.569 1.239  -0.029
H1 7.163 7.169 4.067  0.092
H2 5.427 6.896 4.334  0.095
H3 6.007 7.489 2.754  0.095
H4 3.953 6.429 2.634  0.104
H5 2.258 5.153 1.527  0.085
H6 4.884 1.794 1.317  0.109
H7 6.612 3.090 2.440  0.123
H8 1.077 5.119 0.102  0.102
H9 -1.561 4.840 -0.115  0.121
H10 -4.740 0.830 1.339  0.115
H11 -4.250 -1.738 1.998  0.116
H12 -2.957 -4.462 -0.193  0.125
H13 -4.302 -6.338 0.710  0.121
H14 -5.545 -7.922 4.632  0.092
H15 -5.442 -6.171 4.955  0.096
H16 -3.987 -7.196 5.063  0.094
H17 -3.466 -4.998 4.689  0.102
H18 -2.138 -3.152 3.787  0.125
H19 2.640 -1.764 -4.049  0.128
H20 4.102 -3.080 -5.514  0.102
H21 4.848 -5.032 -6.465  0.095
H22 6.551 -5.538 -6.404  0.091
H23 6.138 -3.814 -6.283  0.095
H24 5.612 -5.186 -2.108  0.120
H25 4.134 -3.848 -0.637  0.125
H26 4.734 -0.452 -2.129  0.118
H27 4.869 1.909 -0.900  0.116
H28 1.643 -4.664 -1.182  0.113
H29 -0.433 -5.029 0.456  0.114
H30 -3.370 2.939 -1.946  0.110
H31 -5.285 4.440 -2.381  0.103
H32 -6.436 6.419 -2.268  0.094
H33 -8.086 6.531 -1.615  0.091
H34 -7.504 4.992 -2.289  0.095
H35 -5.934 4.818 1.835  0.118
H36 -3.999 3.324 2.255  0.124
C49 -2.092 -1.305 -2.157  0.020
C50 -1.559 0.117 -2.171  -0.618
O5 -2.209 1.005 -2.690  0.061
O6 -0.350 0.330 -1.691  -0.083
H37 -2.616 -1.486 -3.094  0.085
H38 -2.819 -1.404 -1.348  0.079
H39 -1.296 -2.033 -2.016  0.069

C2H3BrOS | ωB97M-V/def2-TZVPD

Values from the calculation:
**Calculated total energy**: -85044.2384 eV
**Charge**: 0
**Energy relative to the best compared isomer or geometry (same formula, charge and spin)**: 74.10 kcal/mol
**E_HOMO**: -9.04 eV
**E_LUMO**: -2.69 eV

Each line ends with the Löwdin charge.
CARTESIAN COORDINATES (ANGSTROEM)
C1 0.684 -0.482 0.703  -0.474
C2 -0.156 -0.119 -0.330  0.063
O1 1.243 -1.600 0.784  -0.242
S1 2.545 0.135 -1.865  0.014
Br1 2.951 -1.711 -0.940  0.401
H1 0.918 0.287 1.454  0.118
H2 -0.363 -0.797 -1.143  0.062
H3 -0.536 0.884 -0.403  0.060

C28H24F6N5NiO8S5 | ωB97M-V/def2-TZVPD

Values from the calculation:
**⟨S²⟩**: 2.008
**Calculated total energy**: -164781.0217 eV
**Charge**: -1
**2S+1**: 3
**Energy relative to the best compared isomer or geometry (same formula, charge and spin)**: 17.93 kcal/mol
**E_HOMO (alpha / beta)**: -5.26 / -5.23 eV
**E_LUMO (alpha / beta)**: 1.18 / 1.18 eV

Each line ends with the Löwdin charge.
CARTESIAN COORDINATES (ANGSTROEM)
Ni1 -0.811 -0.056 0.095  0.390
F1 0.484 -2.463 4.431  0.129
C1 0.614 -2.411 3.101  -0.634
F2 1.674 -3.161 2.768  0.124
F3 -0.455 -3.011 2.575  0.123
S1 0.984 -0.610 2.660  0.638
O1 0.912 -0.476 1.200  -0.370
O2 2.305 -0.526 3.196  -0.251
N1 -0.005 0.244 3.494  -0.271
S2 -1.186 1.128 2.888  0.665
O3 -2.407 1.146 3.619  -0.236
O4 -1.111 1.481 1.466  -0.355
C2 -0.431 2.732 3.543  -0.640
F4 -0.358 2.733 4.882  0.117
F5 0.821 2.901 3.081  0.108
F6 -1.132 3.819 3.186  0.124
S3 -0.583 1.542 -1.569  0.731
C3 -1.039 0.331 -2.791  -0.732
N2 -1.461 0.639 -3.979  0.063
N3 -1.576 1.921 -4.242  -0.019
C4 -1.923 2.400 -5.489  -0.237
C5 -2.157 1.537 -6.564  -0.032
C6 -2.462 2.056 -7.809  -0.099
C7 -2.546 3.429 -8.001  -0.119
C8 -2.340 4.286 -6.928  -0.104
C9 -2.032 3.780 -5.679  -0.034
N4 -0.963 -0.995 -2.507  0.073
N5 -0.459 -1.317 -1.401  -0.055
C10 -0.417 -2.716 -1.190  -0.233
C11 0.601 -3.249 -0.404  -0.023
C12 0.725 -4.622 -0.277  -0.068
C13 -0.162 -5.470 -0.920  -0.089
C14 -1.181 -4.943 -1.704  -0.085
C15 -1.305 -3.574 -1.847  -0.038
H1 -1.403 2.571 -3.475  0.061
H2 -2.097 0.474 -6.387  0.099
H3 -2.642 1.389 -8.643  0.098
H4 -2.771 3.830 -8.980  0.092
H5 -2.424 5.355 -7.070  0.098
H6 -1.876 4.445 -4.838  0.110
H7 1.312 -2.588 0.067  0.073
H8 1.526 -5.024 0.328  0.109
H9 -0.041 -6.541 -0.825  0.098
H10 -1.867 -5.601 -2.221  0.100
H11 -2.066 -3.140 -2.479  0.109
O5 3.427 -1.259 -0.335  -0.490
S4 2.558 -0.363 -1.130  0.982
C16 3.511 -0.023 -2.650  -0.350
C17 4.876 -0.243 -2.663  -0.066
C18 5.601 0.031 -3.812  -0.081
C19 4.961 0.533 -4.937  -0.095
C20 3.588 0.734 -4.922  -0.080
C21 2.855 0.444 -3.780  -0.094
C22 2.849 1.318 -0.492  -0.350
C23 2.570 2.451 -1.242  -0.126
C24 2.687 3.700 -0.653  -0.079
C25 3.050 3.809 0.682  -0.088
C26 3.335 2.673 1.421  -0.078
C27 3.249 1.422 0.829  -0.081
H12 5.354 -0.627 -1.772  0.111
H13 6.670 -0.141 -3.832  0.100
H14 5.532 0.759 -5.829  0.097
H15 3.085 1.116 -5.801  0.103
H16 1.780 0.579 -3.765  0.097
H17 2.257 2.371 -2.270  0.077
H18 2.477 4.588 -1.235  0.102
H19 3.100 4.782 1.153  0.100
H20 3.598 2.749 2.467  0.108
H21 3.467 0.523 1.386  0.088
C28 -3.427 -2.686 0.873  -0.097
S5 -3.087 -0.930 1.130  0.495
O6 -2.788 -0.389 -0.218  -0.357
O7 -4.253 -0.360 1.724  -0.275
O8 -1.825 -0.954 1.932  -0.436
H22 -4.359 -2.922 1.374  0.060
H23 -2.595 -3.234 1.304  0.048
H24 -3.489 -2.864 -0.195  0.049